No. 1
8 unconnected molecules or ions with the total composition C40H48O2 in a non-equilibrium geometry, computed with ωB97M-V/def2-TZVPD.

XYZ file:
```
90
Properties=species:S:1:pos:R:3
C 13.785 -16.592 -8.995
C 13.197 -15.451 -9.530
C 12.012 -15.442 -10.190
C 11.272 -16.617 -10.240
C 11.834 -17.810 -9.729
C 13.050 -17.779 -9.115
H 14.705 -16.534 -8.477
H 13.648 -14.475 -9.569
H 11.646 -14.517 -10.673
H 10.295 -16.617 -10.689
H 11.311 -18.732 -9.822
H 13.604 -18.717 -8.744
C 18.895 -13.589 -8.442
C 19.164 -12.921 -9.653
C 18.529 -13.352 -10.818
C 17.608 -14.406 -10.741
C 17.296 -15.034 -9.532
C 17.964 -14.643 -8.409
H 19.410 -13.243 -7.550
H 19.871 -12.112 -9.651
H 18.772 -12.932 -11.740
H 17.178 -14.779 -11.655
H 16.533 -15.807 -9.407
H 17.813 -15.223 -7.487
C 11.247 -8.789 -6.924
C 12.317 -9.587 -6.616
C 13.506 -9.399 -7.277
C 13.608 -8.562 -8.383
C 12.442 -7.835 -8.753
C 11.290 -7.907 -7.979
H 10.302 -8.895 -6.343
H 12.252 -10.236 -5.767
H 14.353 -9.980 -6.894
H 14.537 -8.549 -8.857
H 12.441 -7.120 -9.556
H 10.499 -7.212 -8.204
C 14.601 -15.065 -12.941
C 14.922 -16.307 -12.400
C 15.801 -17.149 -13.017
C 16.404 -16.773 -14.245
C 16.050 -15.527 -14.821
C 15.154 -14.720 -14.172
H 13.821 -14.387 -12.452
H 14.400 -16.713 -11.539
H 16.065 -18.118 -12.625
H 17.134 -17.504 -14.652
H 16.360 -15.306 -15.875
H 14.935 -13.790 -14.637
C 11.460 -10.797 -12.610
C 10.097 -10.558 -12.535
C 9.483 -10.862 -11.351
C 10.178 -11.385 -10.257
C 11.552 -11.624 -10.335
C 12.156 -11.346 -11.564
H 12.026 -10.572 -13.510
H 9.636 -10.080 -13.402
H 8.468 -10.610 -11.120
H 9.606 -11.441 -9.352
H 12.062 -12.078 -9.495
H 13.257 -11.564 -11.626
C 17.318 -8.853 -12.585
C 16.955 -10.175 -12.351
C 16.418 -10.923 -13.434
C 16.394 -10.384 -14.724
C 16.777 -9.050 -14.951
C 17.315 -8.325 -13.869
H 17.633 -8.200 -11.769
H 17.010 -10.606 -11.390
H 16.156 -12.006 -13.261
H 16.015 -10.948 -15.524
H 16.747 -8.573 -15.904
H 17.753 -7.347 -13.982
C 18.099 -9.698 -6.618
C 19.314 -10.321 -6.028
O 18.844 -11.456 -5.273
H 17.532 -10.438 -7.209
H 18.437 -8.843 -7.246
H 17.475 -9.374 -5.749
H 19.795 -9.597 -5.431
H 20.078 -10.609 -6.722
H 19.621 -11.842 -4.805
C 14.884 -12.687 -8.052
C 15.529 -12.132 -9.325
O 15.002 -12.785 -10.449
H 15.425 -12.318 -7.235
H 15.001 -13.772 -7.911
H 13.840 -12.378 -7.937
H 16.623 -12.258 -9.307
H 15.328 -11.064 -9.398
H 15.695 -13.297 -10.842
```

As for the relative energy (zero: lowest compared OMol25 entry of this formula, charge and spin): 0.00 kcal per mole. The charge is 0. The largest force on an atom comes out at 0.066 hartree/bohr. The value obtained for the LUMO energy is 0.63 eV. As for the SMILES: c1ccccc1.c1ccccc1.c1ccccc1.c1ccccc1.c1ccccc1.c1ccccc1.CCO.CCO. For the HOMO-LUMO gap, the calculation gives 9.63 eV. The calculation puts the total energy at -1703.38921 hartree.

=====

No. 2
A molecular structure, C40H49Br2N3O2PSeSiSr, computed with ωB97M-V/def2-TZVPD.

XYZ file:
```
100
Properties=species:S:1:pos:R:3
Sr 0.035 -0.443 0.836
C -6.349 0.176 5.919
C -5.078 0.837 6.453
C -5.399 2.307 6.759
C -4.683 0.128 7.756
C -3.927 0.757 5.452
C -4.043 0.150 4.212
C -2.951 0.117 3.364
Br -3.150 -0.719 1.652
C -1.687 0.666 3.657
O -0.705 0.599 2.818
C -1.578 1.288 4.940
C -2.683 1.310 5.774
C -0.240 1.907 5.353
C 0.151 3.014 4.361
C 0.853 0.827 5.378
C -0.300 2.536 6.747
H -7.144 0.256 6.664
H -6.191 -0.884 5.710
H -6.697 0.658 5.004
H -6.215 2.379 7.483
H -5.697 2.831 5.848
H -4.533 2.825 7.173
H -5.496 0.184 8.485
H -3.797 0.582 8.203
H -4.460 -0.923 7.567
H -4.968 -0.304 3.885
H -2.580 1.785 6.741
H 0.229 2.614 3.352
H 1.114 3.447 4.646
H -0.596 3.812 4.367
H 0.978 0.375 4.396
H 0.599 0.042 6.095
H 1.808 1.268 5.679
H -1.036 3.341 6.800
H 0.677 2.963 6.984
H -0.536 1.798 7.517
Br 4.186 1.067 -8.283
C 2.851 -0.192 -7.794
C 3.068 -1.023 -6.706
C 2.089 -1.928 -6.336
C 0.902 -2.007 -7.060
C 0.715 -1.195 -8.170
C 1.683 -0.267 -8.530
N -0.040 -3.055 -6.799
N -0.575 -3.204 -5.683
C -0.508 -2.270 -4.635
C -0.519 -0.888 -4.780
C -0.616 -0.032 -3.696
C -0.677 -0.504 -2.372
O -0.761 0.268 -1.364
C -0.642 -1.953 -2.202
N -0.638 -2.422 -0.925
C -0.637 -3.718 -0.727
C -0.659 -4.653 -1.776
C -0.637 -4.203 -3.064
C -0.610 -2.812 -3.319
H 3.993 -0.962 -6.149
H 2.237 -2.573 -5.479
H -0.196 -1.289 -8.747
H 1.532 0.381 -9.382
H -0.492 -0.456 -5.771
H -0.638 1.041 -3.844
H -0.612 -4.057 0.303
H -0.678 -5.711 -1.551
H -0.634 -4.886 -3.902
C 2.895 -2.713 4.322
Si 2.022 -2.982 2.678
C 2.232 -4.794 2.204
C 0.176 -2.744 3.050
Se 2.799 -1.626 1.093
H 2.524 -3.394 5.094
H 2.738 -1.687 4.662
H 3.970 -2.868 4.210
H 1.847 -5.461 2.981
H 3.289 -5.017 2.046
H 1.711 -5.011 1.268
H -0.125 -3.463 3.818
H -0.484 -2.924 2.194
H -0.044 -1.748 3.448
C -0.298 3.444 -0.406
P 1.155 2.358 -0.177
C 2.368 3.528 0.550
C 1.811 2.156 -1.870
C 2.517 0.986 -2.148
C 3.039 0.762 -3.414
C 2.857 1.700 -4.420
C 2.150 2.864 -4.154
C 1.632 3.090 -2.887
H -1.024 2.903 -1.013
H -0.058 4.403 -0.870
H -0.741 3.632 0.574
H 2.492 4.425 -0.060
H 3.330 3.024 0.651
H 2.030 3.811 1.549
H 2.650 0.240 -1.370
H 3.577 -0.157 -3.615
H 3.255 1.526 -5.412
H 2.000 3.596 -4.939
H 1.077 4.002 -2.699
```

As for the relative energy (zero: lowest compared OMol25 entry of this formula, charge and spin): 0.00 kcal per mole. The charge is -1. The largest force on an atom comes out at 0.002 hartree/bohr. The value obtained for the LUMO energy is 2.06 eV. For the HOMO-LUMO gap, the calculation gives 6.95 eV. The calculation puts the total energy at -10079.69180 hartree.

=====

No. 3
A molecular structure, C40H49ClN9OSn in a non-equilibrium geometry, computed with ωB97M-V/def2-TZVPD.

XYZ file:
```
101
Properties=species:S:1:pos:R:3
Sn -1.830 -0.034 -0.256
C 0.589 -3.136 2.034
C -0.317 -2.316 1.186
N -0.457 -1.050 1.214
C 0.271 -0.138 2.093
C -0.688 0.966 2.511
N -1.340 1.561 1.322
C -0.663 2.713 0.697
C -1.474 3.092 -0.530
N -1.654 1.909 -1.409
C -2.820 2.016 -2.317
C -2.903 0.772 -3.194
N -2.587 -0.404 -2.385
C -2.821 -1.600 -2.765
C -3.443 -1.997 -4.057
C -2.349 -2.665 -1.817
C -2.493 -4.028 -2.018
C -1.923 -4.897 -1.094
C -1.207 -4.392 -0.017
C -1.110 -3.015 0.121
N -1.682 -2.203 -0.761
H 1.121 -2.557 2.779
H 1.323 -3.636 1.396
H 0.018 -3.914 2.544
H 1.130 0.252 1.536
H 0.650 -0.632 2.984
H -0.178 1.732 3.101
H -1.478 0.531 3.125
H -2.267 1.874 1.611
H 0.360 2.435 0.449
H -0.607 3.554 1.389
H -1.011 3.913 -1.078
H -2.469 3.423 -0.224
H -0.808 1.764 -1.958
H -2.747 2.909 -2.938
H -3.711 2.106 -1.693
H -2.194 0.829 -4.024
H -3.906 0.706 -3.616
H -3.977 -1.178 -4.529
H -4.136 -2.826 -3.919
H -2.662 -2.334 -4.745
H -3.024 -4.415 -2.875
H -2.024 -5.966 -1.223
H -0.737 -5.059 0.691
N -11.255 -0.172 3.163
C -10.170 -0.165 2.786
C -8.813 -0.156 2.314
C -8.370 -1.175 1.472
C -7.067 -1.166 1.015
C -6.202 -0.138 1.399
C -6.651 0.880 2.245
C -7.954 0.871 2.701
C -4.855 -0.129 0.922
C -3.707 -0.128 0.529
H -9.050 -1.965 1.184
H -6.716 -1.955 0.363
H -5.979 1.674 2.544
H -8.314 1.652 3.356
C 4.393 -2.442 -0.848
C 5.354 -1.324 -0.428
C 5.837 -1.645 0.994
C 6.566 -1.339 -1.366
C 4.625 0.060 -0.459
O 3.572 0.064 0.525
C 5.595 1.220 -0.192
C 5.040 2.647 -0.209
C 3.961 3.031 0.776
C 3.976 2.632 2.111
C 3.020 3.078 3.011
C 2.034 3.953 2.575
Cl 0.846 4.547 3.699
C 2.006 4.388 1.262
C 2.962 3.914 0.371
C 3.928 0.337 -1.826
N 2.499 0.027 -1.833
C 1.557 0.597 -1.104
N 0.409 -0.072 -1.241
C 0.751 -1.061 -2.133
N 2.001 -1.027 -2.504
H 4.865 -3.408 -0.667
H 4.140 -2.403 -1.907
H 3.466 -2.406 -0.268
H 6.426 -2.561 0.970
H 5.005 -1.834 1.680
H 6.479 -0.874 1.419
H 6.938 -2.359 -1.458
H 7.388 -0.731 -0.988
H 6.325 -0.997 -2.375
H 3.997 -0.032 1.384
H 6.377 1.188 -0.952
H 6.106 1.033 0.755
H 4.691 2.911 -1.210
H 5.896 3.307 -0.043
H 4.776 2.000 2.479
H 3.065 2.793 4.054
H 1.281 5.132 0.953
H 2.964 4.288 -0.647
H 4.359 -0.244 -2.634
H 4.023 1.389 -2.083
H 1.764 1.435 -0.458
H 0.077 -1.803 -2.518
```

As for the relative energy (zero: lowest compared OMol25 entry of this formula, charge and spin): 0.00 kcal per mole. The charge is +3. The largest force on an atom comes out at 0.021 hartree/bohr. The value obtained for the LUMO energy is -9.33 eV. For the HOMO-LUMO gap, the calculation gives 6.10 eV. The calculation puts the total energy at -2795.29561 hartree.

=====

No. 4
A molecular structure, C40H50N10 in a non-equilibrium geometry, computed with ωB97M-V/def2-TZVPD.

XYZ file:
```
100
Properties=species:S:1:pos:R:3
N -5.016 -2.777 -0.455
C -4.449 -3.784 0.456
C -3.330 -2.947 1.223
C -3.300 -1.531 0.725
C -4.504 -1.538 -0.381
H -5.924 -2.853 -1.097
H -4.862 -4.796 0.575
H -2.940 -3.417 2.121
H -2.592 -0.723 0.964
H -4.961 -0.631 -1.030
N 3.173 4.193 3.237
C 3.742 3.146 4.067
C 3.737 1.879 3.220
C 3.097 2.317 1.844
C 2.704 3.796 1.989
H 3.056 5.248 3.536
H 4.088 3.107 5.101
H 4.304 0.945 3.499
H 3.143 1.743 0.896
H 2.319 4.640 1.187
N 0.218 -0.324 0.747
C 0.311 1.048 0.463
C 0.032 1.191 -0.995
C -0.338 -0.109 -1.483
C -0.254 -1.063 -0.274
H 0.283 -0.641 1.641
H 0.585 1.847 1.314
H -0.112 2.181 -1.572
H -0.706 -0.158 -2.434
H -0.477 -2.002 -0.104
N 2.640 -6.617 2.160
C 3.652 -5.832 1.646
C 2.995 -4.699 0.824
C 1.437 -5.087 0.883
C 1.371 -6.319 1.677
H 2.710 -7.473 2.591
H 4.744 -6.211 1.765
H 3.482 -4.063 0.197
H 0.785 -4.472 0.477
H 0.619 -6.994 1.839
N 3.239 -0.615 -0.334
C 4.220 -1.360 0.311
C 5.593 -0.924 -0.307
C 5.239 -0.138 -1.470
C 3.739 0.040 -1.385
H 2.273 -0.506 -0.312
H 4.014 -1.817 1.221
H 6.670 -1.183 0.013
H 5.832 0.455 -2.317
H 3.267 0.603 -2.037
N -0.142 -0.909 2.913
C 1.266 -1.326 3.224
C 1.255 -2.847 3.006
C -0.084 -3.228 2.672
C -0.864 -1.967 2.720
H -0.283 0.205 2.820
H 2.010 -0.659 3.346
H 2.102 -3.289 3.001
H -0.529 -4.254 2.567
H -1.954 -1.746 2.547
N -3.586 1.924 -6.009
C -4.892 1.627 -5.624
C -4.683 0.846 -4.258
C -3.325 0.600 -4.057
C -2.635 1.341 -5.232
H -3.432 2.464 -6.910
H -5.904 2.032 -5.943
H -5.287 0.583 -3.604
H -2.840 0.003 -3.218
H -1.624 1.582 -5.306
N 3.797 1.413 -5.465
C 3.258 2.408 -4.652
C 1.781 2.101 -4.504
C 1.541 0.740 -5.262
C 2.912 0.317 -5.823
H 4.732 1.141 -5.596
H 4.069 3.135 -4.145
H 0.983 2.725 -3.823
H 0.483 0.281 -5.350
H 3.186 -0.671 -6.367
N -3.631 4.289 -0.333
C -4.482 3.730 0.635
C -4.282 2.244 0.563
C -3.051 2.010 -0.212
C -2.734 3.379 -0.913
H -3.840 5.334 -0.448
H -5.240 4.160 1.157
H -4.822 1.328 1.111
H -2.571 1.276 -0.538
H -2.326 3.710 -1.793
N -1.602 1.007 4.624
C -0.409 1.745 4.424
C -0.557 2.532 3.216
C -1.939 2.257 2.648
C -2.537 1.282 3.719
H -1.723 0.364 5.422
H 0.507 1.432 4.880
H 0.204 3.063 2.449
H -2.328 2.636 1.626
H -3.450 0.857 3.681
```

As for the relative energy (zero: lowest compared OMol25 entry of this formula, charge and spin): 581.61 kcal per mole. The charge is 0. The largest force on an atom comes out at 0.250 hartree/bohr. The value obtained for the LUMO energy is 0.68 eV. For the HOMO-LUMO gap, the calculation gives 7.72 eV. The calculation puts the total energy at -2100.77588 hartree.

=====

Which formula does entry 2 have?
C40H49Br2N3O2PSeSiSr

=====

Number 3 is which compound?
C40H49ClN9OSn

=====

Which of these has the highest HOMO-LUMO gap?
C40H48O2

=====

Number 3 is which compound?
C40H49ClN9OSn